No. 1
5
Properties=species:S:1:pos:R:3 method="wB97M-V/def2-TZVPD" homo_lumo_gap_ev="7.16 / 6.54" e_lumo_ev="-2.259 / -2.544" relative_energy_kj_mol=173.77 energy_ha=-6342.53162 homo_ev="-9.42 / -9.09"
Br 2.330 -1.155 -0.054
Br -1.114 -1.436 -0.161
S -1.834 1.815 0.089
S 3.324 0.677 0.391
S -2.706 0.101 -0.264

No. 2
31
Properties=species:S:1:pos:R:3 method="wB97M-V/def2-TZVPD" homo_lumo_gap_ev=9.53 e_lumo_ev=0.426 relative_energy_kj_mol=240.57 smiles="NCCCCC(=O)O.O.O.O.O" energy_ha=-708.05915 homo_ev=-9.10
O -0.523 -2.588 3.140
O 1.815 -0.415 -0.315
O -3.145 -1.761 1.708
O 0.018 0.780 2.440
O 0.378 -1.496 0.938
O 2.383 0.948 1.749
N -0.713 1.991 -0.653
C -0.139 2.184 -2.011
C -0.207 -1.052 -1.291
C 0.829 1.074 -2.419
C 0.264 -0.382 -2.578
C 0.707 -1.060 -0.131
H -0.301 1.220 -0.141
H -0.927 2.565 -2.837
H 0.946 -0.915 -3.354
H 1.192 1.230 -3.504
H -2.862 -2.659 2.010
H 2.271 -0.106 0.562
H -3.105 -1.222 2.500
H -0.696 -0.283 -3.059
H 1.966 1.522 1.010
H -1.700 1.956 -0.698
H -1.227 -0.655 -0.994
H -0.045 -0.184 2.217
H 0.263 -2.081 3.390
H -0.496 -2.118 -1.435
H 1.704 1.114 2.513
H 0.483 3.062 -1.936
H -0.090 -2.963 2.415
H -0.840 1.184 2.526
H 1.795 1.111 -1.761

No. 3
11
Properties=species:S:1:pos:R:3 method="wB97M-V/def2-TZVPD" homo_lumo_gap_ev=9.16 e_lumo_ev=0.831 relative_energy_kj_mol=392.74 energy_ha=-587.35442 homo_ev=-8.33
S 0.886 0.120 1.078
N -0.656 -0.057 -1.081
N -1.630 0.900 -1.668
C 0.916 -1.627 0.662
C -0.305 0.690 -0.091
H -0.323 1.834 0.157
H -1.925 1.560 -0.930
H 0.095 -2.373 1.114
H 2.185 -2.082 0.817
H 0.749 -1.651 -0.556
H -2.623 0.505 -2.040

No. 4
68
Properties=species:S:1:pos:R:3 method="wB97M-V/def2-TZVPD" homo_lumo_gap_ev=7.02 e_lumo_ev=-0.794 relative_energy_kj_mol=25.28 energy_ha=-1606.79912 homo_ev=-7.81
O -0.322 1.958 -4.699
O -4.960 -3.742 2.027
N 0.905 0.964 -3.008
N -2.222 -4.821 1.536
N -0.459 1.247 -1.238
N -1.819 -2.619 0.996
C 4.174 1.888 0.971
C -3.915 -3.208 2.252
C -0.141 1.703 -3.507
C -3.363 -0.384 -1.646
C 1.139 -1.319 4.492
C 0.481 -0.884 5.644
C 5.297 2.349 1.670
C -1.434 -0.736 1.766
C -0.840 -0.912 3.115
C -2.768 -2.449 -2.742
C -0.935 -3.426 0.339
C 5.151 4.476 0.493
C 0.508 -1.299 3.253
C -1.112 0.908 -0.092
C -2.775 0.336 -2.686
C -0.647 -0.099 0.755
C -1.513 -0.495 4.305
C 1.953 0.967 -0.779
C -1.024 2.066 -2.323
C 4.036 4.008 -0.199
C -3.336 -1.776 -1.659
C 5.787 3.642 1.428
C 2.423 2.228 -0.786
C 0.787 0.571 -1.611
C -2.360 -1.730 -3.869
C -2.513 1.804 -2.549
C 1.871 0.336 -3.882
C -2.398 -0.336 -3.854
C -2.612 -3.524 1.661
C -0.865 -0.492 5.546
C 3.536 2.699 0.007
C -1.127 -4.759 0.732
H -0.823 3.139 -2.123
H 2.887 0.561 -3.528
H -0.504 -5.657 0.482
H 3.783 0.887 1.157
H -2.780 2.341 -3.464
H 3.544 4.643 -0.929
H -0.213 -3.078 -0.378
H 1.757 0.710 -4.913
H 6.672 4.001 1.964
H 5.794 1.700 2.404
H -2.050 1.436 0.092
H -2.664 -3.534 -2.701
H 0.674 -0.527 -1.570
H 0.403 -0.380 0.690
H 2.380 0.188 -0.161
H -3.750 -2.334 -0.820
H -1.386 -0.152 6.454
H -2.560 -0.160 4.266
H -1.986 -2.255 -4.750
H -3.800 0.136 -0.790
H 0.990 -0.858 6.601
H -3.734 -2.368 2.971
H 1.957 2.966 -1.434
H 1.733 -0.761 -3.890
H 5.535 5.485 0.309
H -3.068 2.246 -1.717
H -2.107 0.242 -4.734
H 2.174 -1.655 4.559
H 1.059 -1.605 2.361
H -2.504 -0.495 1.730

No. 5
8
Properties=species:S:1:pos:R:3 method="wB97M-V/def2-TZVPD" homo_lumo_gap_ev=11.73 e_lumo_ev=0.664 relative_energy_kj_mol=0.00 energy_ha=-742.83656 homo_ev=-11.07
Cl -2.525 -0.972 0.211
O 0.953 -1.969 0.274
O -1.573 2.351 0.442
N 2.055 0.084 0.161
C -0.499 2.466 0.146
C 1.506 -0.965 0.209
H 2.750 0.478 -0.463
H -2.668 -1.473 -0.980

No. 6
7
Properties=species:S:1:pos:R:3 method="wB97M-V/def2-TZVPD" homo_lumo_gap_ev="7.77 / 7.78" e_lumo_ev="-1.139 / -1.136" relative_energy_kj_mol=126.71 smiles="C=P(F)=C=O" energy_ha=-593.79069 homo_ev="-8.91 / -8.92"
P 1.678 -0.625 0.594
F 2.207 -1.772 -0.468
O 3.030 1.697 -0.168
C 2.824 0.552 -0.243
C 0.162 -0.054 0.164
H -0.188 -0.224 -0.875
H -0.358 0.144 1.077

No. 7
88
Properties=species:S:1:pos:R:3 method="wB97M-V/def2-TZVPD" homo_lumo_gap_ev="5.50 / 5.45" e_lumo_ev="-6.870 / -6.935" relative_energy_kj_mol=147.66 s_squared=2.266 spin_multiplicity=3 energy_ha=-3203.65163 total_charge=+2 homo_ev="-12.37 / -12.38"
Mo 0.015 -0.753 -0.583
S -1.960 0.214 -1.654
S 2.989 -0.356 -0.967
S 0.028 1.346 0.570
O 2.913 0.238 0.346
O 2.514 0.387 -2.111
N -5.381 -1.166 -0.578
N -2.700 -2.029 -0.386
N 0.898 -1.809 1.088
N 2.755 -3.220 0.716
N 8.398 -2.397 -1.704
N -1.415 -2.149 -0.428
N 1.881 -1.652 -0.925
N -4.392 -0.595 -1.156
N -1.498 3.504 0.684
N -0.662 3.103 -1.391
C -1.740 3.341 2.131
C -0.966 -3.531 -0.391
C -0.019 -6.126 -0.376
C 0.331 -5.272 -1.407
C -5.139 -2.329 2.963
C 2.579 -3.685 1.958
C -6.385 -2.933 3.083
C -0.796 2.729 -0.135
C -1.434 6.461 1.673
C -3.108 -0.864 -0.916
C 7.146 -1.912 -1.530
C 1.158 4.727 -3.533
C 0.249 2.584 -2.425
C -5.606 -1.798 0.683
C -1.352 -4.390 0.629
C -7.251 -2.951 2.000
C 0.308 5.813 -2.869
C -1.404 5.735 3.021
C -4.734 -1.766 1.766
C 6.349 -1.581 -2.644
C 4.568 -0.950 -1.173
C 6.624 -1.735 -0.233
C 5.074 -1.112 -2.470
C 5.351 -1.261 -0.053
C 1.569 -3.242 2.806
C -0.153 -3.970 -1.425
C -0.900 4.294 2.977
C -0.874 -5.688 0.633
C 1.904 -2.298 0.347
C 0.712 -2.284 2.320
C 1.444 3.502 -2.664
C -6.868 -2.374 0.804
H 4.463 -0.852 -3.325
H 1.840 3.811 -1.691
H 0.964 -5.618 -2.213
H 8.805 -2.453 -2.619
H 3.279 -4.447 2.282
H 0.133 4.266 2.615
H -2.804 3.513 2.298
H -0.337 2.459 -3.337
H -2.309 6.187 1.071
H -1.139 3.957 -1.647
H 0.063 -3.323 -2.264
H 7.244 -1.965 0.625
H 1.455 -3.637 3.805
H 0.330 6.734 -3.450
H 9.001 -2.561 -0.919
H -1.501 7.540 1.814
H 0.605 1.609 -2.115
H 0.680 4.407 -4.463
H -0.761 6.291 3.703
H -0.887 3.897 3.994
H -1.175 -6.366 1.421
H -0.750 5.539 -2.793
H -3.768 -1.294 1.693
H -7.546 -2.376 -0.043
H -0.525 6.271 1.092
H -4.473 -2.295 3.817
H -1.797 4.393 0.308
H 2.221 2.896 -3.134
H 2.117 5.162 -3.816
H -6.232 -1.016 -1.108
H -2.031 -4.039 1.399
H -2.403 5.747 3.463
H 6.756 -1.694 -3.642
H 0.681 6.049 -1.868
H 0.352 -7.143 -0.366
H -6.682 -3.383 4.021
H -8.229 -3.404 2.087
H -0.105 -1.875 2.901
H -1.523 2.311 2.389
H 4.962 -1.099 0.942